Model P:
C3H10N2O2 | ωB97M-V/def2-TZVPD

Each line ends with the Löwdin charge.
Positions of all 17 atoms, in Å:
N: 0.443 -1.456 1.649  0.211
C: 1.077 -1.423 0.411  -0.087
C: 0.851 -0.066 -0.368  -0.443
N: 0.069 0.855 0.293  0.011
C: -0.194 2.134 -0.395  -0.015
O: 1.448 0.089 -1.381  0.234
H: 0.828 -2.078 2.354  0.156
H: -0.576 -1.391 1.618  0.151
H: 0.588 -2.155 -0.267  0.186
H: 2.143 -1.633 0.469  0.156
H: 0.341 0.880 1.271  0.149
H: -0.929 1.967 -1.187  0.097
H: 0.713 2.571 -0.792  0.099
H: -0.675 2.776 0.333  0.103
H: -1.441 -0.316 -0.802  -0.029
H: -2.348 -0.299 -2.079  0.060
O: -2.337 -0.456 -1.126  -0.039

Values from the calculation:
E_HOMO (spin up / spin down) = -15.12 / -15.12 eV
HOMO-LUMO gap (spin up / spin down) = 11.6146 / 6.1135 eV
net charge = +1
spin multiplicity = 2
⟨S²⟩ = 0.758
LUMO (spin up / spin down) = -0.12879 / -0.33093 Ha

Model Q:
C3H10N2O2 | ωB97M-V/def2-TZVPD

Each line ends with the Löwdin charge.
Positions of all 17 atoms, in Å:
N: 0.074 1.177 0.969  0.100
C: 0.506 -0.071 1.474  -0.109
C: -0.393 -1.336 1.112  -0.361
N: -1.157 -1.098 0.034  0.065
C: -2.080 -2.110 -0.519  0.008
O: -0.138 -2.429 1.524  0.303
H: 0.153 1.944 1.631  0.126
H: 0.665 1.483 0.200  0.120
H: 1.485 -0.277 1.047  0.151
H: 0.709 -0.009 2.545  0.148
H: -1.350 -0.117 -0.174  0.148
H: -3.018 -1.600 -0.673  0.099
H: -1.707 -2.459 -1.474  0.101
H: -2.171 -2.943 0.172  0.101
H: 2.969 3.291 -3.381  0.035
H: 3.048 3.297 -1.881  0.033
O: 2.407 3.260 -2.605  -0.068

Values from the calculation:
E_HOMO (spin up / spin down) = -14.25 / -14.25 eV
HOMO-LUMO gap (spin up / spin down) = 10.7299 / 5.3473 eV
net charge = +1
spin multiplicity = 2
⟨S²⟩ = 0.760
LUMO (spin up / spin down) = -0.12938 / -0.32719 Ha

Stability ranking, top and bottom: model Q is the most stable and model P is the least stable.

Model P:
C13H17N3O5 | ωB97M-V/def2-TZVPD

Each line ends with the Löwdin charge.
Positions of all 38 atoms, in Å:
N: 0.887 1.426 4.993  0.157
C: 0.381 0.442 4.130  -0.500
O: 0.809 -0.699 4.082  0.061
C: -0.535 0.916 3.125  -0.074
C: -1.141 -0.118 2.170  -0.226
N: -1.794 0.481 1.048  0.130
C: -1.320 0.810 -0.188  -0.410
O: -2.002 0.536 -1.161  0.092
C: 0.025 1.444 -0.434  -0.307
N: 1.073 0.720 0.239  0.062
C: 0.305 1.729 -1.916  -0.128
C: 0.822 0.728 -2.885  -0.234
C: 2.080 0.176 -2.672  -0.045
C: 2.667 -0.729 -3.533  -0.011
C: 1.843 -1.232 -4.524  -0.319
O: 2.418 -2.240 -5.286  0.008
C: 0.533 -0.771 -4.746  -0.010
C: -0.023 0.079 -3.775  -0.027
C: -2.164 -0.975 2.904  -0.503
O: -3.346 -0.932 2.762  0.145
O: -1.574 -1.984 3.514  0.133
H: 1.702 1.303 5.581  0.106
H: 0.708 2.426 4.872  0.110
H: -0.110 1.744 2.555  0.129
H: -1.365 1.322 3.698  0.144
H: -0.339 -0.764 1.890  0.133
H: -2.784 0.558 1.068  0.137
H: 0.027 2.442 0.089  0.155
H: 2.018 1.029 0.033  0.083
H: 0.946 -0.273 0.208  0.086
H: 1.048 2.541 -1.979  0.126
H: -0.604 2.240 -2.192  0.114
H: 2.593 0.478 -1.743  0.103
H: 3.664 -1.021 -3.414  0.103
H: 1.941 -2.209 -6.170  0.130
H: -0.228 -1.166 -5.488  0.132
H: -1.054 0.379 -3.808  0.110
H: -0.597 -1.844 3.626  0.103

Values from the calculation:
SMILES string = NC(=O)C[C@H](NC(=O)[C@@H](N)Cc1ccc(O)cc1)C(=O)O
E_HOMO = -8.45 eV
HOMO-LUMO gap = 8.7387 eV
net charge = 0
LUMO = 0.01046 Ha

Model Q:
C13H17N3O5 | ωB97M-V/def2-TZVPD

Each line ends with the Löwdin charge.
Positions of all 38 atoms, in Å:
N: 3.194 -1.471 -3.274  0.171
C: 2.497 -2.560 -3.671  -0.550
O: 3.011 -3.601 -4.036  0.040
C: 0.972 -2.394 -3.643  -0.055
C: 0.368 -2.586 -2.232  -0.277
N: -0.999 -3.116 -2.219  0.041
C: 0.371 -1.268 -1.438  -0.406
O: 1.098 -0.313 -1.715  0.053
N: -0.505 -1.241 -0.402  0.113
C: -0.857 0.024 0.233  -0.189
C: 0.308 0.630 1.031  -0.097
C: -0.131 1.478 2.218  -0.234
C: -0.023 2.871 2.209  -0.037
C: -0.436 3.628 3.294  -0.005
C: -0.969 2.990 4.420  -0.318
O: -1.342 3.783 5.466  0.058
C: -1.075 1.603 4.444  -0.024
C: -0.654 0.855 3.348  -0.045
C: -1.447 0.953 -0.847  -0.466
O: -1.957 0.565 -1.865  0.120
O: -1.404 2.238 -0.497  0.147
H: 2.721 -0.730 -2.764  0.076
H: 4.192 -1.596 -3.162  0.114
H: 0.686 -1.419 -4.032  0.126
H: 0.594 -3.164 -4.263  0.103
H: 0.967 -3.266 -1.655  0.151
H: -1.574 -2.562 -2.840  0.088
H: -1.003 -4.078 -2.599  0.101
H: -1.198 -1.948 -0.454  0.111
H: -1.672 -0.186 0.898  0.153
H: 0.930 -0.230 1.386  0.138
H: 0.987 1.212 0.362  0.127
H: 0.389 3.372 1.322  0.121
H: -0.354 4.692 3.278  0.110
H: -1.660 3.239 6.172  0.088
H: -1.487 1.090 5.334  0.121
H: -0.730 -0.218 3.397  0.113
H: -1.807 2.724 -1.202  0.121

Values from the calculation:
SMILES string = NC(=O)C[C@H](N)C(=O)N[C@@H](Cc1ccc(O)cc1)C(=O)O
E_HOMO = -8.63 eV
HOMO-LUMO gap = 9.1869 eV
net charge = 0
LUMO = 0.02051 Ha

Stability ranking, top and bottom: model Q is the most stable and model P is the least stable.